No. 1
Density functional theory data (ωB97M-V/def2-TZVPD) for 7 unconnected molecules or ions with the total composition C18H48ClO22S6 in a non-equilibrium geometry.

- Orbital gap: 0.3526 hartree
- F_max: 7.848 eV/A
- Relative energy (zero: lowest compared OMol25 entry of this formula, charge and spin): 12.148 eV
- E_LUMO: 0.067 Eh
- Calculated total energy: -5218.40527 Ha
- Highest occupied orbital energy: -0.286 Ha
- Net charge: -1

The geometry in XYZ format:
```
95
Properties=species:S:1:pos:R:3:forces:R:3
Cl -0.161 -0.908 0.465 1.125 -3.147 2.499
O -0.542 0.349 -0.034 2.590 2.877 -0.042
O 1.181 -1.222 -0.022 -4.737 -3.073 0.983
O -0.189 -0.867 1.910 0.801 -1.890 -2.641
O -1.171 -1.886 0.028 2.322 1.046 1.670
O -1.416 1.144 6.180 1.191 -0.663 -0.183
S -0.377 0.438 5.440 0.020 0.147 -1.897
O 1.054 0.606 5.707 -2.357 -0.655 0.284
O -0.747 -1.188 5.454 2.691 2.599 1.657
C -2.059 -1.578 5.215 -0.645 -1.372 -0.663
C -1.858 -2.730 4.218 -2.017 0.252 -0.316
C -0.645 0.788 3.600 0.300 0.080 3.553
H -2.685 -0.754 4.873 0.935 -0.566 0.701
H -2.631 -2.019 6.031 0.681 0.175 0.975
H -1.423 -3.617 4.679 0.561 0.348 -0.101
H -1.442 -2.401 3.266 0.604 -0.172 0.384
H -2.865 -3.040 3.937 -0.236 -0.267 -0.017
H -0.497 1.859 3.462 0.124 -0.098 0.086
H -1.704 0.541 3.526 0.921 -0.063 -0.361
H 0.073 0.136 3.103 -0.357 1.195 0.930
O 3.787 -2.894 1.265 0.614 2.503 1.385
S 3.907 -1.545 1.850 -0.126 0.415 -1.449
O 3.247 -1.203 3.106 0.598 -0.567 -1.510
O 5.504 -1.150 2.034 -0.926 0.091 0.031
C 5.844 -0.352 3.223 0.214 -1.150 0.450
C 7.291 0.086 3.161 0.132 0.609 0.200
C 3.417 -0.315 0.501 1.253 -1.066 1.940
H 5.701 -1.058 4.040 0.029 0.297 0.272
H 5.190 0.498 3.419 -0.219 -0.102 -0.579
H 7.517 0.750 3.995 -0.416 0.030 0.382
H 7.481 0.744 2.312 0.127 -0.489 -0.382
H 8.026 -0.708 3.291 -0.193 -0.186 -0.620
H 3.652 0.714 0.774 0.009 -0.424 0.395
H 2.359 -0.536 0.362 1.925 0.926 1.550
H 3.878 -0.529 -0.464 0.701 -0.595 0.628
O -1.464 -4.400 -3.285 3.431 0.404 1.104
S -0.116 -4.424 -2.618 -1.690 -0.976 0.673
O 0.653 -5.648 -2.610 -0.088 0.891 -1.320
O 0.822 -3.162 -3.021 0.185 -2.504 0.580
C 0.163 -1.986 -3.426 0.758 -0.558 -1.127
C 1.070 -0.775 -3.150 0.046 -4.090 -0.387
C -0.308 -4.034 -0.917 -0.120 -0.099 -1.128
H -0.796 -1.848 -2.927 0.769 -1.384 0.020
H -0.056 -2.076 -4.489 0.574 -1.153 0.423
H 1.296 -0.729 -2.084 -1.388 -2.506 -2.555
H 0.548 0.123 -3.481 2.763 -1.015 0.334
H 2.035 -0.877 -3.647 0.070 0.051 -0.066
H -0.904 -4.818 -0.449 -0.114 0.246 -0.052
H -0.771 -3.049 -0.964 0.144 -1.446 0.060
H 0.672 -3.943 -0.449 -0.001 -0.120 -0.175
O -3.379 -0.772 3.378 -1.983 1.582 -1.990
S -3.796 0.113 2.320 -0.223 0.283 -2.995
O -5.178 0.206 1.881 0.900 -0.058 0.852
O -3.244 1.601 2.633 -1.775 -0.319 -0.085
C -3.647 2.742 1.742 0.553 -0.935 0.941
C -2.382 3.540 1.833 -0.065 0.230 -0.727
C -2.738 -0.308 0.892 -3.326 0.325 2.273
H -4.458 3.334 2.167 -0.189 -0.520 0.337
H -3.987 2.375 0.774 0.393 -0.066 -0.050
H -2.219 3.712 2.897 0.151 0.389 -0.155
H -2.518 4.455 1.256 0.276 0.249 0.234
H -1.530 2.984 1.439 -0.028 0.038 -0.069
H -1.752 0.115 1.087 -2.299 0.041 0.653
H -3.175 0.035 -0.046 -0.487 0.323 0.989
H -2.773 -1.396 0.842 -0.252 0.583 0.536
O 4.133 0.407 -2.943 -0.562 1.392 0.417
S 3.475 1.339 -2.057 -1.607 2.222 2.718
O 4.177 1.949 -0.899 -0.564 -0.758 -2.723
O 2.795 2.623 -2.929 1.407 -1.573 0.105
C 2.078 3.675 -2.265 -0.066 0.432 0.142
C 1.028 4.146 -3.217 -0.732 -1.002 -0.623
C 1.842 0.645 -1.447 3.262 3.777 -0.326
H 2.696 4.545 -2.042 0.650 -0.495 0.399
H 1.550 3.321 -1.379 0.440 -0.097 0.255
H 0.358 3.294 -3.333 -0.049 0.666 -0.228
H 1.437 4.334 -4.210 0.078 0.477 0.117
H 0.456 4.975 -2.800 0.193 0.179 -0.151
H 1.290 0.690 -2.385 0.621 1.965 1.855
H 1.438 1.257 -0.641 0.455 0.194 -0.179
H 1.990 -0.381 -1.110 0.923 2.204 -0.604
O -0.803 -0.522 -4.332 -5.372 5.118 -2.556
S -1.302 0.453 -3.378 -3.541 1.219 0.330
O -0.512 1.673 -3.086 -2.420 -2.410 -0.540
O -2.888 0.923 -3.790 1.404 0.094 0.739
C -3.468 0.566 -5.044 -0.528 -0.350 -1.186
C -4.939 1.055 -5.171 1.421 0.300 0.824
C -1.799 -0.450 -1.814 0.078 1.528 -2.740
H -3.496 -0.515 -5.180 0.313 -0.149 0.236
H -2.867 0.972 -5.857 0.045 0.090 -0.006
H -5.496 0.626 -4.338 -0.272 0.054 -0.208
H -5.352 0.776 -6.140 0.076 -0.215 0.142
H -4.950 2.142 -5.098 -0.180 0.019 0.072
H -2.592 -1.164 -2.034 0.306 -0.146 -0.476
H -2.181 0.284 -1.104 0.521 -0.062 -1.403
H -0.861 -0.879 -1.460 -1.524 0.396 -1.725
```
Forces are in eV/Å.


No. 2
Density functional theory data (ωB97M-V/def2-TZVPD) for a gas-phase ion, C2H8NO (charge +1) in a non-equilibrium geometry.

- Orbital gap: 0.4529 hartree
- F_max: 5.832 eV/A
- Relative energy (zero: lowest compared OMol25 entry of this formula, charge and spin): 1.289 eV
- E_LUMO: -0.141 Eh
- Calculated total energy: -210.70575 Ha
- SMILES: C[C@@H]([NH3+])O
- Highest occupied orbital energy: -0.594 Ha
- Net charge: +1

The geometry in XYZ format:
```
12
Properties=species:S:1:pos:R:3:forces:R:3
C -0.303 -1.298 0.100 0.570 2.256 0.377
C -0.273 0.191 -0.418 -0.963 -1.193 -0.042
N 0.432 0.971 0.823 -5.612 1.578 -0.179
O 0.589 0.294 -1.482 -1.217 1.233 -1.960
H 0.761 -1.466 0.214 0.300 -0.308 1.032
H -0.959 -1.485 0.959 0.534 0.251 0.004
H -0.495 -2.034 -0.611 -1.031 -0.727 -1.755
H -1.307 0.697 -0.645 1.966 -0.809 0.966
H -0.052 0.613 1.691 0.338 0.646 -1.020
H 0.089 1.993 0.665 1.682 -1.934 0.779
H 1.376 0.803 1.015 2.233 0.066 -0.540
H 0.143 0.721 -2.312 1.201 -1.059 2.338
```
Forces are in eV/Å.


No. 3
Density functional theory data (ωB97M-V/def2-TZVPD) for 2 unconnected molecules or ions with the total composition C8H7FN2O3 in a non-equilibrium geometry.

- Orbital gap: 0.3618 hartree
- F_max: 4.367 eV/A
- E_LUMO: 0.024 Eh
- Calculated total energy: -743.98764 Ha
- SMILES: [O-]/[N+](O)=C\F.O=C=Nc1ccccc1
- Highest occupied orbital energy: -0.338 Ha

The geometry in XYZ format:
```
21
Properties=species:S:1:pos:R:3:forces:R:3
O 0.006 2.274 -1.868 -0.661 0.554 -0.576
N -0.321 3.334 -1.302 2.596 -1.720 0.509
O 0.774 4.210 -0.979 -1.778 1.084 -0.298
C -1.444 3.626 -0.784 -1.467 0.645 1.308
F -2.494 2.797 -0.921 1.018 0.469 -0.349
H 1.501 3.649 -0.675 -0.042 -0.882 -0.156
H -1.577 4.410 -0.038 0.189 -0.084 -0.657
O 2.444 1.914 -0.352 0.260 0.082 0.079
C 1.676 1.059 -0.105 -0.695 -0.450 0.225
N 0.812 0.301 0.206 -0.101 -0.227 -0.158
C 0.367 -1.045 0.340 0.520 1.570 -0.105
C -0.883 -1.426 -0.114 -0.511 0.208 -0.025
C -1.195 -2.786 -0.040 -1.119 1.393 -0.920
C -0.387 -3.580 0.712 -1.667 -4.009 -0.469
C 0.751 -3.173 1.347 0.199 1.381 0.401
C 1.177 -1.887 1.062 0.890 -0.665 0.807
H -1.615 -0.654 -0.370 0.443 -0.351 -0.555
H -2.112 -3.217 -0.528 1.027 0.674 0.710
H -0.814 -4.636 0.682 1.178 1.158 0.858
H 1.203 -3.605 2.219 0.318 -1.049 -0.317
H 2.129 -1.564 1.507 -0.597 0.220 -0.312
```
Forces are in eV/Å.


Which formula does entry 2 have? C2H8NO